{"formula": "C43H56FIN2O28", "method": "ωB97M-V/def2-TZVPD", "species": ["C", "C", "O", "C", "C", "C", "C", "C", "N", "C", "C", "C", "F", "C", "C", "I", "C", "C", "N", "C", "C", "H", "H", "H", "H", "H", "H", "H", "H", "H", "H", "H", "H", "H", "H", "H", "H", "H", "H", "H", "H", "O", "C", "O", "C", "C", "O", "H", "H", "H", "H", "O", "C", "O", "C", "C", "O", "H", "H", "H", "H", "O", "C", "O", "C", "C", "O", "H", "H", "H", "H", "O", "C", "O", "C", "C", "O", "H", "H", "H", "H", "O", "C", "O", "C", "C", "O", "H", "H", "H", "H", "O", "C", "O", "C", "C", "O", "H", "H", "H", "H", "O", "C", "O", "C", "C", "O", "H", "H", "H", "H", "O", "C", "O", "C", "C", "O", "H", "H", "H", "H", "O", "C", "O", "C", "C", "O", "H", "H", "H", "H"], "coordinates": [[0.6967, -2.3988, -5.6723], [0.3110, -1.4255, -4.5783], [0.6303, -0.1073, -5.0090], [1.1826, 0.7149, -4.0024], [0.2577, 0.9290, -2.8331], [0.5075, 0.2908, -1.5944], [-0.3511, 0.4545, -0.5416], [-1.5010, 1.2521, -0.6797], [-2.3673, 1.3400, 0.3751], [-3.3946, 2.1188, 0.2165], [-4.3899, 2.1426, 1.3608], [-5.5950, 1.2612, 1.0898], [-3.7726, 1.6204, 2.4957], [-3.6069, 2.8769, -0.9923], [-4.7481, 3.8476, -1.1384], [-4.3129, 5.5695, 0.0941], [-4.9708, 4.3288, -2.5629], [-6.1554, 5.2827, -2.7068], [-2.8090, 2.7557, -2.0124], [-1.7343, 1.9277, -1.8860], [-0.8398, 1.7485, -2.9615], [0.6682, -3.4159, -5.2860], [1.7117, -2.1556, -5.9703], [0.0174, -2.3103, -6.5183], [0.8849, -1.6651, -3.6776], [-0.7514, -1.4864, -4.3288], [1.3695, 1.6728, -4.4870], [2.1345, 0.2924, -3.6659], [1.3942, -0.3192, -1.4835], [-0.1612, -0.0018, 0.4187], [-4.6624, 3.1628, 1.6218], [-5.2317, 0.2447, 0.9349], [-6.2221, 1.2459, 1.9786], [-6.1799, 1.5843, 0.2325], [-5.6722, 3.4063, -0.7717], [-5.0473, 3.4673, -3.2254], [-4.0642, 4.8522, -2.8655], [-6.5828, 5.1799, -3.7030], [-6.9513, 5.0720, -1.9915], [-5.8386, 6.3125, -2.6203], [-1.0461, 2.2610, -3.8922], [2.4614, -0.9535, 2.5802], [1.4028, -1.1164, 3.1018], [1.2108, -1.4982, 4.3759], [-0.1864, -1.3544, 4.6912], [-0.8315, -1.4394, 3.3194], [0.2179, -0.9475, 2.4747], [-0.5033, -2.1394, 5.3712], [-0.3390, -0.3839, 5.1619], [-1.0688, -2.4614, 3.0220], [-1.7198, -0.8222, 3.2148], [-4.2651, -3.2686, 2.9435], [-4.9756, -3.1464, 2.0024], [-4.7740, -2.2652, 0.9905], [-5.6922, -2.5616, -0.0645], [-6.8043, -3.2838, 0.6783], [-6.1020, -3.8622, 1.7812], [-6.0108, -1.6416, -0.5473], [-5.1937, -3.2017, -0.7939], [-7.5592, -2.5979, 1.0658], [-7.2869, -4.0648, 0.0981], [-1.9081, -0.9936, 7.5244], [-1.0079, -1.3294, 8.2249], [-0.5375, -2.5950, 8.3139], [0.6881, -2.5699, 9.0592], [0.5393, -1.2969, 9.8718], [-0.3085, -0.5044, 9.0306], [0.7753, -3.4643, 9.6685], [1.5258, -2.5233, 8.3633], [0.0307, -1.4652, 10.8222], [1.4776, -0.7811, 10.0501], [3.9515, -2.8281, -5.3275], [4.4435, -2.3653, -4.3463], [5.6792, -2.6674, -3.9015], [6.0207, -1.7618, -2.8377], [4.6510, -1.3355, -2.3418], [3.8458, -1.4805, -3.5234], [6.6244, -2.2764, -2.0952], [6.5771, -0.9318, -3.2622], [4.2569, -1.9965, -1.5683], [4.6143, -0.3066, -1.9961], [7.7388, -8.8353, -3.8882], [7.4008, -7.8044, -4.3698], [6.1314, -7.3385, -4.3904], [6.1499, -5.9787, -4.8432], [7.4462, -5.9254, -5.6293], [8.2346, -6.9268, -4.9779], [5.2663, -5.7694, -5.4388], [6.1632, -5.3167, -3.9774], [7.3118, -6.2115, -6.6737], [7.9484, -4.9638, -5.5787], [3.6905, -3.7855, 10.6935], [3.5227, -4.8113, 10.1184], [3.2586, -4.9125, 8.7947], [3.3280, -6.2931, 8.4198], [3.0686, -6.9939, 9.7421], [3.5534, -6.0353, 10.6892], [2.5868, -6.5047, 7.6548], [4.3251, -6.4969, 8.0280], [2.0057, -7.1584, 9.9251], [3.6059, -7.9305, 9.8573], [-5.7426, 8.1039, -4.0108], [-5.3645, 9.0606, -3.4181], [-6.1614, 10.0552, -2.9654], [-5.3924, 10.9005, -2.1044], [-3.9753, 10.6395, -2.5863], [-4.0740, 9.3061, -3.0947], [-5.7144, 11.9316, -2.2169], [-5.5462, 10.5802, -1.0728], [-3.6844, 11.3037, -3.4015], [-3.2272, 10.6797, -1.8001], [2.1666, 2.2410, 5.0022], [1.4456, 2.4363, 4.0800], [1.6391, 3.3860, 3.1338], [0.6982, 3.1728, 2.0752], [-0.4096, 2.4094, 2.7766], [0.3107, 1.7447, 3.8253], [0.3821, 4.1278, 1.6637], [1.1777, 2.5794, 1.2940], [-1.1541, 3.0685, 3.2271], [-0.9087, 1.6881, 2.1403], [5.9091, 0.6601, -4.7380], [5.2480, 0.8681, -5.7084], [5.4313, 1.8887, -6.5688], [4.5871, 1.6716, -7.7093], [3.5039, 0.7694, -7.1389], [4.2052, 0.1064, -6.0824], [4.2204, 2.6235, -8.0812], [5.1746, 1.1778, -8.4843], [2.6735, 1.3288, -6.7065], [3.1187, 0.0366, -7.8412]], "forces_ev_per_angstrom": [[-0.203, 0.325, 0.169], [0.260, -0.151, 0.064], [-0.128, 0.093, -0.197], [-0.028, 0.010, -0.051], [-0.193, 0.175, 0.152], [-0.208, 0.241, -0.060], [0.242, -0.112, 0.074], [0.166, -0.181, 0.195], [-0.059, 0.242, -0.560], [-0.099, -0.064, 0.257], [0.094, -0.220, 0.155], [0.141, -0.160, 0.221], [0.019, 0.120, -0.039], [0.083, -0.035, -0.037], [-0.071, -0.241, -0.414], [-0.042, 0.049, 0.129], [0.306, 0.496, 0.149], [-0.078, -0.432, -0.289], [0.078, 0.021, 0.038], [-0.030, -0.043, -0.054], [0.084, -0.153, 0.010], [-0.002, -0.101, -0.085], [0.076, -0.218, -0.147], [0.034, -0.039, -0.111], [-0.003, 0.025, 0.049], [-0.050, 0.027, 0.060], [0.102, 0.063, -0.021], [0.019, 0.028, 0.045], [0.036, -0.054, 0.017], [-0.008, -0.153, 0.040], [-0.134, 0.094, -0.124], [-0.007, -0.012, -0.114], [-0.137, 0.100, -0.013], [-0.017, 0.039, -0.058], [-0.014, 0.207, 0.348], [-0.128, -0.164, 0.106], [0.045, -0.108, -0.200], [-0.033, 0.072, -0.046], [-0.015, 0.012, 0.087], [-0.084, 0.084, 0.204], [-0.011, 0.036, -0.030], [0.028, 0.014, -0.040], [-0.025, 0.036, 0.093], [0.014, -0.023, 0.021], [-0.188, 0.043, 0.068], [-0.111, -0.013, 0.197], [-0.069, -0.018, -0.243], [0.128, -0.082, -0.028], [0.026, -0.014, -0.039], [0.003, -0.014, 0.026], [0.060, 0.099, -0.075], [0.044, 0.001, -0.012], [0.024, 0.030, 0.018], [0.039, 0.038, -0.040], [-0.071, -0.087, -0.027], [-0.019, 0.068, -0.076], [-0.044, -0.033, 0.008], [0.034, 0.061, 0.072], [-0.009, -0.015, -0.001], [0.004, 0.021, -0.006], [0.055, -0.073, 0.044], [-0.006, -0.014, -0.022], [-0.021, 0.060, -0.043], [0.047, -0.051, -0.007], [0.162, 0.053, 0.082], [0.075, -0.086, 0.035], [-0.011, 0.012, 0.073], [-0.120, -0.038, -0.031], [0.004, 0.003, -0.006], [-0.022, -0.015, -0.008], [-0.017, 0.076, -0.101], [0.042, -0.079, 0.072], [-0.005, 0.040, -0.083], [0.150, -0.050, 0.023], [0.076, 0.075, 0.100], [0.080, 0.005, 0.044], [-0.083, -0.113, 0.115], [-0.100, -0.144, -0.021], [-0.014, 0.023, 0.003], [-0.002, -0.011, -0.003], [-0.028, 0.050, -0.117], [0.004, -0.011, 0.009], [-0.007, 0.005, -0.002], [-0.026, 0.000, 0.006], [-0.016, 0.124, -0.033], [-0.086, 0.061, -0.041], [0.046, 0.013, -0.023], [-0.031, -0.088, 0.006], [0.018, 0.005, 0.000], [-0.017, -0.009, -0.002], [0.067, -0.033, 0.083], [-0.062, 0.008, 0.011], [-0.017, 0.062, -0.020], [-0.021, -0.030, -0.028], [0.027, -0.081, -0.025], [-0.029, -0.020, -0.082], [0.004, -0.047, 0.040], [-0.051, 0.090, 0.019], [0.009, -0.012, 0.014], [-0.009, 0.009, -0.013], [0.077, 0.046, 0.059], [0.008, 0.115, -0.081], [0.023, 0.017, 0.003], [-0.044, 0.019, 0.014], [0.080, 0.021, 0.057], [-0.037, 0.089, 0.021], [0.049, -0.005, -0.009], [-0.049, -0.020, -0.088], [0.017, -0.007, 0.006], [-0.014, 0.011, -0.004], [0.000, -0.103, 0.013], [-0.024, -0.012, 0.014], [0.066, 0.053, -0.007], [0.013, 0.015, -0.018], [-0.051, -0.061, -0.053], [0.036, 0.075, -0.057], [-0.063, 0.001, 0.010], [0.039, 0.053, 0.086], [-0.007, -0.028, 0.009], [0.016, 0.008, 0.018], [0.010, -0.160, 0.115], [0.080, 0.114, -0.048], [-0.131, -0.059, 0.058], [0.039, 0.024, -0.024], [-0.079, -0.071, -0.057], [-0.019, 0.121, -0.078], [-0.039, 0.000, -0.001], [0.028, 0.054, 0.096], [-0.001, -0.015, -0.001], [-0.012, -0.014, -0.007], [0.057, -0.081, 0.046]], "mulliken_charge": [-1.18, 0.02, -0.38, -0.29, 0.29, -1.05, -0.35, -0.23, -0.24, -0.21, 0.37, -1.12, -0.29, 0.90, -0.69, 0.14, -0.57, -1.03, -0.50, -0.15, -0.34, 0.38, 0.11, 0.37, 0.16, 0.34, 0.54, -0.16, 0.62, 1.07, 0.16, 0.03, 0.41, 0.38, 0.46, 0.38, 0.42, 0.37, 0.32, 0.10, 0.59, -0.59, 0.63, -0.39, -0.11, -0.26, -0.29, 0.31, 0.13, 0.30, 0.17, -0.49, 0.63, -0.28, -0.23, -0.39, -0.36, 0.28, 0.28, 0.26, 0.32, -0.54, 0.66, -0.34, -0.03, -0.34, -0.33, 0.14, 0.23, 0.28, 0.28, -0.56, 0.47, -0.38, -0.37, -0.47, 0.05, 0.36, 0.20, 0.36, 0.36, -0.52, 0.62, -0.36, 0.04, -0.31, -0.34, 0.28, 0.07, 0.26, 0.26, -0.52, 0.69, -0.29, -0.28, -0.33, -0.33, 0.29, 0.25, 0.26, 0.29, -0.54, 0.70, -0.33, -0.30, -0.29, -0.32, 0.28, 0.25, 0.27, 0.29, -0.54, 0.59, -0.39, -0.27, 0.46, -0.24, 0.35, 0.25, 0.16, -0.43, -0.52, 0.54, -0.39, -0.41, -0.18, -0.04, 0.32, 0.26, 0.08, 0.33], "lumo_ha": -0.0201, "spin_multiplicity": 1, "smiles": "CCOCc1ccc2nc([C@@H](C)F)c([C@@H](I)CC)nc2c1.O=C1OCCO1.O=C1OCCO1.O=C1OCCO1.O=C1OCCO1.O=C1OCCO1.O=C1OCCO1.O=C1OCCO1.O=C1OCCO1.O=C1OCCO1", "energy_ha": -4286.03727, "gap_ha": 0.319, "e_homo_ev": -9.2}